{"formula": "C36H49Cl2N2O4PdSTe", "method": "ωB97M-V/def2-TZVPD", "elements": ["Pd", "Cl", "C", "C", "C", "C", "C", "Cl", "C", "S", "H", "H", "H", "C", "O", "C", "C", "O", "C", "H", "H", "H", "H", "H", "H", "H", "H", "H", "H", "O", "C", "C", "C", "C", "C", "C", "N", "H", "H", "H", "H", "H", "H", "H", "H", "H", "H", "H", "C", "C", "O", "N", "Te", "C", "C", "C", "C", "C", "C", "C", "C", "C", "C", "C", "C", "C", "C", "C", "C", "C", "C", "H", "H", "H", "H", "H", "H", "H", "H", "H", "H", "H", "H", "H", "H", "H", "H", "H", "H", "H", "H", "H", "H", "H", "H", "H"], "positions_angstrom": [[-2.52, -0.41, -0.89], [-4.11, -0.81, 1.25], [-3.45, 0.32, 2.39], [-3.97, 0.29, 3.66], [-3.50, 1.19, 4.61], [-2.52, 2.11, 4.30], [-2.00, 2.15, 3.02], [-0.78, 3.31, 2.67], [-2.45, 1.25, 2.01], [-1.75, 1.35, 0.46], [-4.74, -0.43, 3.91], [-3.90, 1.16, 5.61], [-2.15, 2.81, 5.04], [-1.82, 1.66, -3.22], [-1.34, 0.44, -2.65], [-1.16, -0.61, -3.61], [-2.45, -1.33, -3.89], [-2.87, -1.89, -2.66], [-4.08, -2.65, -2.75], [-1.11, 2.00, -3.98], [-1.86, 2.40, -2.42], [-2.81, 1.54, -3.66], [-0.45, -1.30, -3.15], [-0.72, -0.20, -4.53], [-2.29, -2.13, -4.63], [-3.23, -0.66, -4.28], [-3.95, -3.47, -3.45], [-4.91, -2.02, -3.06], [-4.27, -3.06, -1.75], [-4.36, 0.44, -1.90], [-5.23, 1.30, -1.68], [-6.48, 1.35, -2.52], [-6.68, 2.67, -3.31], [-5.69, 3.79, -2.97], [-5.88, 4.38, -1.58], [-6.04, 3.30, -0.51], [-5.11, 2.19, -0.69], [-7.33, 1.18, -1.85], [-6.43, 0.50, -3.19], [-7.70, 3.03, -3.16], [-6.59, 2.44, -4.37], [-5.79, 4.59, -3.71], [-4.67, 3.42, -3.08], [-6.78, 5.01, -1.56], [-5.04, 5.03, -1.33], [-7.06, 2.90, -0.52], [-5.88, 3.71, 0.49], [-4.24, 2.19, -0.19], [0.30, -3.46, 0.43], [-0.34, -2.23, -0.17], [-1.64, -2.16, -0.09], [0.35, -1.29, -0.70], [3.32, -1.28, -0.62], [5.34, -1.63, -0.25], [5.82, -2.90, -0.62], [4.98, -3.93, -1.34], [7.12, -3.24, -0.27], [7.95, -2.35, 0.40], [9.36, -2.72, 0.76], [7.46, -1.08, 0.71], [6.17, -0.69, 0.40], [5.75, 0.71, 0.72], [2.84, -0.39, 1.21], [2.28, 0.90, 1.22], [2.04, 1.70, -0.03], [2.02, 1.48, 2.45], [2.29, 0.82, 3.65], [1.99, 1.46, 4.97], [2.82, -0.47, 3.59], [3.10, -1.10, 2.39], [3.67, -2.49, 2.42], [-0.47, -4.20, 0.63], [0.78, -3.19, 1.38], [1.05, -3.88, -0.24], [4.33, -3.49, -2.09], [4.36, -4.49, -0.64], [5.62, -4.64, -1.85], [7.50, -4.22, -0.54], [9.57, -3.76, 0.51], [9.53, -2.57, 1.83], [10.06, -2.09, 0.23], [8.12, -0.37, 1.18], [6.62, 1.36, 0.73], [5.28, 0.78, 1.70], [5.05, 1.11, -0.01], [1.78, 1.07, -0.88], [2.91, 2.30, -0.28], [1.21, 2.39, 0.13], [1.61, 2.48, 2.48], [1.70, 2.51, 4.85], [2.87, 1.43, 5.62], [1.18, 0.94, 5.48], [3.01, -1.00, 4.52], [3.37, -3.00, 3.34], [4.76, -2.47, 2.40], [3.34, -3.10, 1.58]], "lumo_energy_ev": [-4.338, -7.959], "s2": 8.80, "multiplicity": 6, "relative_energy_ev": 0.070, "fmax_ev_per_a": 0.7, "gap_ev": [8.7, 5.3], "charge": 2}

{"formula": "C36H50BrN2O7PW", "method": "ωB97M-V/def2-TZVPD", "elements": ["W", "C", "C", "C", "C", "N", "H", "H", "H", "H", "H", "H", "H", "H", "H", "Br", "C", "C", "C", "C", "C", "C", "C", "O", "O", "H", "H", "H", "H", "O", "P", "C", "C", "C", "C", "C", "C", "C", "C", "C", "C", "C", "C", "C", "C", "C", "C", "C", "C", "H", "H", "H", "H", "H", "H", "H", "H", "H", "H", "H", "H", "H", "H", "H", "H", "H", "H", "H", "H", "H", "H", "H", "H", "H", "H", "H", "H", "H", "H", "H", "H", "H", "O", "C", "O", "C", "C", "C", "C", "C", "C", "N", "O", "O", "H", "H", "H", "H"], "positions_angstrom": [[0.12, -0.68, 0.24], [3.49, -2.10, -0.79], [3.16, -0.92, 0.14], [3.16, -1.47, 1.59], [4.22, 0.18, 0.01], [1.84, -0.39, -0.15], [4.35, -2.65, -0.39], [3.73, -1.77, -1.80], [2.63, -2.77, -0.83], [4.10, -1.95, 1.83], [2.35, -2.20, 1.68], [2.97, -0.67, 2.30], [5.21, -0.20, 0.28], [3.96, 1.02, 0.65], [4.26, 0.54, -1.02], [-1.70, -4.64, 2.69], [-0.97, -5.35, 1.09], [-0.99, -6.73, 0.95], [-0.52, -7.32, -0.21], [-0.03, -6.53, -1.24], [0.00, -5.16, -1.11], [-0.46, -4.53, 0.06], [-0.38, -3.11, 0.10], [0.03, -2.40, -0.93], [-0.65, -2.32, 1.09], [-1.39, -7.34, 1.75], [-0.54, -8.40, -0.31], [0.34, -6.99, -2.15], [0.39, -4.53, -1.89], [-0.98, 0.39, -1.56], [-1.72, 0.28, -2.89], [-2.62, -1.36, -2.83], [-3.20, -1.71, -1.44], [-4.70, -1.51, -1.26], [-5.47, -2.18, -2.40], [-5.05, -1.56, -3.73], [-3.56, -1.76, -3.99], [-2.53, 1.95, -3.06], [-3.04, 2.36, -4.44], [-4.47, 1.90, -4.73], [-5.42, 2.42, -3.65], [-4.97, 1.93, -2.28], [-3.53, 2.32, -1.96], [-0.49, 0.40, -4.30], [0.97, 0.41, -3.80], [1.52, -0.99, -3.59], [1.41, -1.83, -4.87], [-0.05, -1.94, -5.30], [-0.64, -0.55, -5.50], [-1.72, -1.97, -2.92], [-2.67, -1.15, -0.67], [-3.00, -2.77, -1.28], [-4.95, -0.45, -1.22], [-4.99, -1.95, -0.30], [-6.54, -2.06, -2.25], [-5.25, -3.25, -2.41], [-5.30, -0.50, -3.71], [-5.61, -2.01, -4.55], [-3.28, -1.24, -4.90], [-3.40, -2.83, -4.17], [-1.61, 2.51, -2.85], [-2.39, 1.99, -5.24], [-3.01, 3.45, -4.49], [-4.50, 0.81, -4.76], [-4.77, 2.26, -5.71], [-6.43, 2.09, -3.86], [-5.42, 3.52, -3.68], [-5.06, 0.85, -2.26], [-5.63, 2.33, -1.51], [-3.21, 1.88, -1.01], [-3.49, 3.41, -1.84], [-0.69, 1.40, -4.66], [1.04, 0.97, -2.87], [1.57, 0.92, -4.56], [0.97, -1.48, -2.79], [2.56, -0.92, -3.28], [1.83, -2.82, -4.70], [1.99, -1.35, -5.67], [-0.61, -2.49, -4.53], [-0.13, -2.50, -6.23], [-1.69, -0.61, -5.80], [-0.11, -0.08, -6.34], [-1.07, 0.83, 1.03], [-0.67, 0.54, 2.26], [0.38, -0.26, 2.22], [-1.24, 1.01, 3.44], [-2.30, 1.96, 3.45], [-2.80, 2.43, 4.63], [-2.29, 1.96, 5.85], [-1.26, 0.99, 5.87], [-0.75, 0.53, 4.69], [-2.79, 2.47, 7.07], [-3.67, 3.33, 7.03], [-2.32, 2.04, 8.13], [-2.68, 2.32, 2.50], [-3.59, 3.16, 4.66], [-0.91, 0.64, 6.82], [0.04, -0.21, 4.68]], "lumo_energy_ev": [-1.114, -1.132], "s2": 2.04, "multiplicity": 3, "relative_energy_ev": 0.768, "fmax_ev_per_a": 5.0, "gap_ev": [4.0, 7.4], "charge": 0}